The following is a DFT calculation (ωB97M-V with the def2-TZVPD basis set) of 8 unconnected molecules or ions with the total composition C32H44F3O5 at a distorted geometry.

```
84
Properties=species:S:1:pos:R:3:forces:R:3:mulliken_charge:R:1
C -15.127 37.310 17.178 0.9 -0.6 -0.4 0.8752
C -16.514 36.848 17.440 -2.4 2.5 1.4 1.1817
O -17.264 37.778 18.150 0.6 -1.4 -0.9 -0.8369
H -14.661 36.511 16.601 0.7 -0.3 0.2 -0.4107
H -14.632 37.502 18.130 0.3 0.2 -0.2 -0.3425
H -15.059 38.161 16.501 -0.3 0.4 0.3 -0.1955
H -16.525 35.888 17.957 0.5 -1.1 0.4 -0.7857
H -16.947 36.606 16.469 -0.5 -0.3 -1.1 -0.3799
F -12.249 35.833 15.519 0.6 -0.6 2.2 -0.2054
C -12.616 36.149 14.326 -0.6 1.1 -3.5 0.3489
C -11.686 36.639 13.414 1.5 -0.1 1.2 -0.3625
C -12.012 36.886 12.121 -1.1 0.2 -1.2 -0.5276
C -13.318 36.736 11.720 -1.4 -0.8 -0.1 -0.3261
C -14.321 36.275 12.597 1.6 0.3 0.2 -0.6421
C -13.928 35.977 13.915 -0.2 -0.5 0.0 -0.0739
H -10.648 36.793 13.671 0.1 -0.2 0.5 0.3585
H -11.341 37.169 11.324 0.6 0.1 0.4 0.3567
H -13.532 36.846 10.668 -0.3 0.2 -0.1 0.3399
H -15.325 36.155 12.218 -0.1 -0.2 0.3 0.3978
H -14.527 35.494 14.674 -0.7 0.2 -0.2 0.3655
F -22.111 35.095 15.398 0.3 0.4 -0.4 -0.3439
C -21.388 34.650 16.449 -0.3 0.0 0.7 0.4907
C -20.360 35.399 17.001 0.1 -0.4 -0.1 -0.8222
C -19.670 34.823 18.068 -0.2 -0.9 0.1 0.3214
C -20.116 33.626 18.626 -1.2 -0.2 0.3 -0.4181
C -21.294 32.982 18.162 1.3 0.3 -0.8 -0.6196
C -21.848 33.448 16.984 0.1 0.7 0.0 -0.4903
H -20.046 36.375 16.663 -0.1 0.0 -0.3 0.7147
H -18.761 35.260 18.451 -0.1 0.5 -0.1 -0.0069
H -19.645 33.235 19.516 0.2 0.0 0.0 0.3837
H -21.684 32.059 18.566 0.2 0.0 0.4 0.3387
H -22.659 32.976 16.449 -0.2 -0.2 0.2 0.3950
F -11.068 35.420 19.697 -0.4 -0.4 0.3 -0.3158
C -12.173 34.700 20.030 -2.0 -0.4 -0.9 0.0194
C -12.225 33.928 21.183 0.4 -0.4 -0.5 -0.4425
C -13.377 33.186 21.476 -0.5 1.2 -0.9 -0.6256
C -14.518 33.324 20.659 0.9 -0.2 0.7 -0.3408
C -14.482 34.095 19.489 0.4 -0.1 1.1 -0.3944
C -13.318 34.773 19.166 1.6 0.3 1.1 -0.0515
H -11.351 33.816 21.809 0.1 0.2 0.1 0.4165
H -13.405 32.626 22.399 -0.1 -0.1 0.0 0.3583
H -15.424 32.876 21.038 -0.2 -0.1 -0.4 0.3840
H -15.403 34.290 18.961 0.1 -0.1 -0.4 0.2923
H -13.266 35.487 18.357 -0.1 -0.1 -0.3 0.6480
C -15.621 41.329 15.747 0.0 0.5 0.1 -1.1495
C -17.035 40.853 15.998 -1.3 -1.4 1.9 0.8880
O -17.614 40.946 17.074 1.0 0.9 -1.7 -0.5129
C -17.612 39.949 14.925 0.5 0.0 0.1 -0.7415
H -14.848 40.587 15.947 -0.4 -0.4 0.1 0.0813
H -15.403 42.160 16.418 0.0 0.2 -0.3 0.2880
H -15.509 41.568 14.689 0.1 0.4 0.0 0.4121
H -17.452 40.330 13.916 -0.1 0.0 -0.1 0.4288
H -18.631 39.601 15.097 0.1 0.4 0.1 0.3323
H -16.970 39.079 15.061 0.1 -0.4 -0.2 -0.0243
C -17.896 35.402 21.184 -0.5 0.3 -0.1 -0.7281
C -17.115 36.685 21.345 0.4 1.1 -1.9 0.6355
O -17.679 37.711 21.613 -0.5 0.2 1.0 -0.6084
C -15.651 36.776 20.951 0.7 -0.3 1.1 0.1559
H -18.944 35.673 21.052 0.0 0.2 0.2 0.3658
H -17.835 34.805 22.093 0.3 -0.4 -0.2 0.4427
H -17.632 34.902 20.252 0.5 -0.4 0.3 -0.1705
H -15.254 37.781 21.098 -0.7 0.2 -0.5 -0.1556
H -15.367 36.365 19.983 -0.5 0.2 0.1 -0.5970
H -15.063 36.242 21.699 0.1 -0.7 0.1 0.5270
C -18.903 36.766 12.981 -0.9 0.8 -0.4 -0.5031
C -20.489 36.731 12.899 -0.5 0.6 2.5 0.7921
O -21.222 37.623 13.364 2.4 -1.7 -1.4 -0.5918
C -21.125 35.495 12.317 -0.4 0.0 -0.6 -1.3001
H -18.497 36.662 13.987 -0.5 0.0 0.3 -0.0982
H -18.597 37.755 12.639 0.0 0.2 0.1 0.2866
H -18.337 36.059 12.374 -0.6 -0.3 -0.2 0.3887
H -20.862 35.604 11.264 -0.2 -0.4 -0.4 0.4076
H -22.208 35.479 12.438 0.0 0.6 -0.1 0.3174
H -20.845 34.490 12.634 0.9 0.3 0.3 0.3112
C -13.071 39.974 18.598 -1.4 0.9 -0.3 -0.7398
C -14.135 40.091 19.701 -0.5 -1.6 0.9 0.9541
O -15.312 39.854 19.543 1.0 0.9 -0.5 -0.3775
C -13.575 40.200 21.106 0.7 0.5 0.3 -1.3853
H -12.521 40.903 18.452 0.4 0.0 0.5 0.4784
H -13.654 39.895 17.680 0.2 -0.7 -0.1 -0.1228
H -12.421 39.122 18.801 0.0 0.1 -0.2 0.2613
H -12.756 40.919 21.100 0.0 0.3 0.2 0.4252
H -13.083 39.276 21.411 -0.1 -0.4 -0.3 0.2565
H -14.289 40.436 21.895 -0.2 0.1 -0.4 0.3437
```
Forces are in eV/Å.

DFT total energy	-1921.4258	a.u.
LUMO energy	2.49	eV
total charge	-1
HOMO level	-2.74	eV
frontier orbital gap	0.192	Ha



The following is a DFT calculation (ωB97M-V with the def2-TZVPD basis set) of a single C4H6O2 molecule at a distorted geometry.

```
12
Properties=species:S:1:pos:R:3:forces:R:3:mulliken_charge:R:1
O 1.348 -1.640 0.436 -0.4 -0.4 -1.0 -0.5165
C 1.124 -0.814 -0.434 2.2 -0.3 0.5 0.0191
C 1.187 0.596 0.070 0.5 0.0 0.7 -0.3054
C -0.172 0.635 0.651 -0.5 0.7 -0.4 -0.5335
C -1.057 -0.298 0.157 -0.8 1.0 1.2 -0.1619
O -2.027 0.286 -0.590 -0.9 -0.2 0.7 -0.4252
H 1.087 -1.049 -1.514 -0.5 -0.1 0.2 0.3857
H 2.020 0.630 0.757 0.4 0.3 0.2 0.2657
H 1.207 1.455 -0.625 0.3 -0.7 -0.1 0.2427
H -0.608 1.612 0.818 -0.1 0.4 -0.6 0.3037
H -1.273 -1.216 0.701 0.5 -0.6 -1.2 0.3855
H -2.863 -0.148 -0.415 -0.6 -0.2 -0.2 0.3400
```
Forces are in eV/Å.

DFT total energy	-306.3562	a.u.
LUMO energy	0.28	eV
energy above the lowest of the compared OMol25 structures with the same formula, charge and spin	4.085	eV
HOMO level	-8.29	eV
frontier orbital gap	0.315	Ha
SMILES string	O=CC/C=C/O



The following is a DFT calculation (ωB97M-V with the def2-TZVPD basis set) of a molecular structure, C3Br2ClFO at a distorted geometry.

```
8
Properties=species:S:1:pos:R:3:forces:R:3:mulliken_charge:R:1
C -0.238 -0.628 0.035 3.6 2.0 -0.1 0.2616
C -1.344 0.072 0.005 -0.9 0.1 0.0 -0.0761
C 1.680 0.460 0.033 -3.9 -1.5 0.3 0.5361
O 1.851 1.475 0.573 0.3 -0.2 -0.2 -0.2917
F 2.495 -0.292 -0.648 0.2 0.0 0.0 -0.1522
Cl 0.021 -2.280 0.047 -0.1 -0.3 0.0 -0.1244
Br -3.076 -0.760 -0.013 0.7 0.2 0.0 -0.0824
Br -1.390 1.953 -0.033 0.0 -0.2 0.0 -0.0709
```
Forces are in eV/Å.

DFT total energy	-5897.5361	a.u.
LUMO energy	-0.56	eV
energy above the lowest of the compared OMol25 structures with the same formula, charge and spin	2.308	eV
HOMO level	-9.65	eV
frontier orbital gap	0.334	Ha



The following is a DFT calculation (ωB97M-V with the def2-TZVPD basis set) of 2 unconnected molecules or ions with the total composition C4H7N3S at a distorted geometry.

```
15
Properties=species:S:1:pos:R:3:forces:R:3:mulliken_charge:R:1
C 0.805 -1.443 1.336 3.5 -3.6 3.6 -0.3674
C 0.842 -1.739 -1.646 0.8 -2.3 0.3 0.5495
C -0.112 2.116 0.402 0.3 1.0 -0.8 -1.0213
C -1.099 1.053 -0.199 0.8 1.2 1.6 -0.2707
N -0.035 -0.707 1.040 -1.5 1.9 -1.4 0.5526
N 0.911 -2.855 -1.152 0.5 2.1 -1.8 -0.4834
N -0.902 -0.295 0.325 -2.7 0.8 -1.6 -0.6481
S 1.065 -0.450 -2.472 -0.1 0.9 -0.4 -0.3439
H 0.908 -2.084 2.245 0.1 1.1 -0.8 0.2492
H -0.258 2.364 1.443 -1.0 -0.2 0.5 0.3532
H 0.909 1.729 0.498 0.0 0.1 -0.9 0.3094
H -0.128 3.169 -0.086 0.1 -2.1 0.3 0.2917
H -2.109 1.400 0.041 0.0 -0.4 0.0 0.2599
H -1.067 0.917 -1.281 0.3 0.4 0.1 0.2607
H 0.269 -3.173 -0.495 -1.2 -0.8 1.3 0.3087
```
Forces are in eV/Å.

DFT total energy	-718.9072	a.u.
LUMO energy	0.65	eV
energy above the lowest of the compared OMol25 structures with the same formula, charge and spin	5.317	eV
HOMO level	-8.49	eV
frontier orbital gap	0.336	Ha



The following is a DFT calculation (ωB97M-V with the def2-TZVPD basis set) of a molecular structure, C30H27BrN5O6Ru.

```
70
Properties=species:S:1:pos:R:3:forces:R:3:mulliken_charge:R:1
Ru -0.978 -0.012 -0.458 -0.4 0.0 0.2 0.4433
C -3.309 2.636 -3.310 0.0 0.0 0.0 -1.4785
C -2.896 1.983 -2.012 -0.1 0.1 0.1 1.0933
O -2.346 0.867 -2.071 0.1 -0.2 0.0 -0.6065
C -3.216 2.677 -0.810 0.0 -0.1 0.0 -1.1545
C -3.142 2.184 0.483 0.0 0.0 0.0 1.1133
C -3.774 2.974 1.593 0.0 0.0 0.0 -1.3487
N -2.542 1.009 0.776 0.1 0.1 -0.3 0.2023
N -2.746 0.602 2.035 0.1 -0.1 0.2 -0.5798
C -1.966 -0.436 2.357 -0.1 0.2 0.0 0.4513
O -1.058 -0.887 1.611 0.0 0.0 -0.1 -0.6374
C -2.170 -1.040 3.701 0.0 0.0 0.0 0.3560
C -3.125 -0.545 4.586 0.0 0.0 0.0 -0.2162
C -3.291 -1.134 5.829 0.0 0.0 0.0 -0.6669
C -2.509 -2.223 6.195 0.0 0.0 0.0 -0.3639
C -1.559 -2.720 5.314 0.0 0.0 0.0 -0.6659
C -1.389 -2.131 4.071 0.0 0.0 0.0 -0.4493
H -2.868 2.102 -4.148 0.0 0.0 0.0 0.3368
H -3.002 3.682 -3.331 0.0 0.0 0.0 0.3926
H -4.396 2.610 -3.403 0.0 0.0 0.0 0.3600
H -3.689 3.641 -0.933 0.0 0.0 0.0 0.2614
H -4.141 3.928 1.221 0.0 0.0 0.0 0.3843
H -3.060 3.140 2.401 0.0 0.0 0.0 0.3239
H -4.600 2.409 2.025 0.0 0.0 0.0 0.2893
H -3.729 0.300 4.287 0.0 0.0 0.0 0.4428
H -4.034 -0.747 6.514 0.0 0.0 0.0 0.3863
H -2.642 -2.683 7.166 0.0 0.0 0.0 0.3798
H -0.951 -3.571 5.595 0.0 0.0 0.0 0.4022
H -0.657 -2.506 3.368 0.0 0.0 0.0 0.4235
O 5.306 3.245 0.613 0.0 0.0 0.0 -0.5055
C 4.436 2.900 1.674 0.0 0.0 0.0 -0.6654
C 3.118 2.447 1.112 0.0 0.0 0.0 0.5616
C 1.983 2.436 1.912 0.0 0.0 0.0 -1.1821
C 0.802 1.955 1.380 0.0 0.0 0.0 -0.2266
N 0.704 1.522 0.126 0.1 -0.1 0.0 0.1288
C 1.785 1.542 -0.659 0.0 0.1 0.0 0.8797
C 3.011 1.994 -0.194 0.0 0.0 0.0 -0.6564
C 1.596 1.046 -2.054 0.0 0.0 0.0 -0.0691
C 2.555 1.220 -3.039 0.0 0.0 0.0 -0.6889
C 2.326 0.714 -4.312 0.0 0.0 0.0 0.6379
C 3.372 0.866 -5.390 0.0 0.0 0.0 -0.7296
O 4.040 2.113 -5.344 0.0 0.0 0.0 -0.5097
C 1.127 0.063 -4.555 0.0 0.0 0.0 -1.1519
C 0.210 -0.055 -3.523 0.0 0.0 0.0 -0.8918
N 0.441 0.425 -2.309 0.1 0.0 0.0 0.7990
H 6.182 3.415 0.970 0.0 0.0 0.0 0.3075
H 4.267 3.748 2.345 0.0 0.0 0.0 0.3323
H 4.852 2.079 2.271 0.0 0.0 0.0 0.2979
H 2.014 2.785 2.936 0.0 0.0 0.0 0.4277
H -0.105 1.901 1.972 0.0 0.0 0.0 0.4372
H 3.889 1.993 -0.821 0.0 0.0 0.0 0.4703
H 3.473 1.755 -2.843 0.0 0.0 0.0 0.5883
H 2.921 0.684 -6.370 0.0 0.0 0.0 0.3608
H 4.148 0.113 -5.243 0.0 0.0 0.0 0.2758
H 3.403 2.813 -5.521 0.0 0.0 0.0 0.3188
H 0.898 -0.345 -5.532 0.0 0.0 0.0 0.3788
H -0.748 -0.541 -3.663 0.0 0.0 0.0 0.5502
Br 3.600 -6.284 0.167 0.0 0.0 0.0 -0.2001
C 1.841 -5.709 -0.237 0.0 0.0 0.0 -0.0229
C 0.856 -6.652 -0.488 0.0 0.0 0.0 -0.1242
N -0.397 -6.316 -0.774 0.0 0.0 0.0 -0.6392
C -0.700 -5.020 -0.819 0.0 0.0 0.0 -0.1539
C 0.226 -4.012 -0.583 0.0 0.0 0.0 0.0608
C 1.533 -4.365 -0.280 0.0 0.0 0.0 -0.2605
C -0.166 -2.565 -0.645 0.1 0.0 -0.1 1.1514
O -1.349 -2.273 -0.959 0.0 0.1 0.0 -0.8749
O 0.703 -1.695 -0.380 0.0 0.0 0.0 -0.6626
H 1.089 -7.710 -0.455 0.0 0.0 0.0 0.3743
H -1.723 -4.753 -1.050 0.0 0.0 0.0 0.4887
H 2.263 -3.591 -0.086 0.0 0.0 0.0 0.5126
```
Forces are in eV/Å.

DFT total energy	-4553.5120	a.u.
multiplicity	6
LUMO energy (spin up / spin down)	-0.39 / -1.18	eV
energy above the lowest of the compared OMol25 structures with the same formula, charge and spin	0.269	eV
HOMO level (spin up / spin down)	-7.16 / -7.18	eV
frontier orbital gap (spin up / spin down)	0.249 / 0.220	Ha



The following is a DFT calculation (ωB97M-V with the def2-TZVPD basis set) of a molecular structure, CH4OS3 at a distorted geometry.

```
9
Properties=species:S:1:pos:R:3:forces:R:3:mulliken_charge:R:1
C -1.467 -0.202 0.295 0.7 -1.8 -1.6 -0.7656
O 2.077 0.255 0.549 0.3 3.3 0.8 -0.3887
S 1.289 1.377 -0.134 1.3 -0.3 1.8 0.2298
S -0.283 -0.919 -0.990 -2.0 -0.9 -0.3 -0.0758
S 1.146 -1.663 0.084 -0.4 -3.2 -0.1 -0.0719
H -1.760 0.614 -0.290 -0.8 1.7 -0.1 0.2871
H -0.733 -0.022 1.018 0.4 0.9 1.5 0.3009
H -2.298 -0.792 0.672 0.2 -0.3 -0.3 0.2964
H 2.030 1.353 -1.203 0.4 0.7 -1.7 0.1878
```
Forces are in eV/Å.

DFT total energy	-1310.1438	a.u.
multiplicity	3
LUMO energy (spin up / spin down)	0.39 / -2.75	eV
energy above the lowest of the compared OMol25 structures with the same formula, charge and spin	1.608	eV
HOMO level (spin up / spin down)	-6.88 / -8.58	eV
frontier orbital gap (spin up / spin down)	0.267 / 0.215	Ha